[1]
10
Properties=species:S:1:pos:R:3:forces:R:3:mulliken_spin:R:1 method="wB97M-V/def2-TZVPD" mol_weight_g_mol=442.184 s_squared=0.752 charge=+5 fmax_ev_per_a=5.219 spin_multiplicity=2 e_lumo_ev="-17.381 / -25.492"
Rb 0.197 -2.966 1.171 0.068 -2.397 0.713 0.0104
Rb 1.838 -0.334 -2.468 1.059 -0.431 -1.517 0.0131
Rb 1.327 3.078 0.094 0.782 1.702 -0.150 0.0014
Rb 0.232 0.857 2.839 0.006 0.403 2.126 0.0007
Rb -2.501 1.106 -1.461 -1.977 0.495 -0.962 0.0101
B -0.231 -0.370 -0.061 -0.661 0.374 -1.778 0.4265
H 0.778 -0.511 0.294 4.145 0.729 3.086 0.1943
H -0.561 -1.057 -0.825 -2.805 -1.930 -2.800 0.0853
H -0.852 -0.458 0.817 -2.087 -2.416 3.866 0.1646
H -0.227 0.655 -0.398 1.470 3.472 -2.583 0.0935

---

[2]
117
Properties=species:S:1:pos:R:3:forces:R:3:lowdin_charge:R:1 method="wB97M-V/def2-TZVPD" mol_weight_g_mol=1325.248 charge=-1 fmax_ev_per_a=3.725 e_lumo_ev=-0.530
W -0.148 0.216 0.160 -1.925 -1.883 -1.614 1.6173
O -2.373 5.449 3.830 0.929 0.995 0.850 -0.0141
C -3.218 4.945 3.104 0.579 -2.227 -0.758 -0.7089
O -4.297 5.322 2.676 -1.273 0.641 -0.450 -0.0080
C -2.848 3.407 2.682 -0.182 1.525 0.372 -0.2324
C -3.296 3.059 1.329 0.398 -0.391 -0.080 0.0345
C -2.656 2.133 0.596 -0.605 0.047 -0.694 -0.1450
N -1.483 1.489 1.008 0.871 0.586 0.747 -0.1633
C -0.671 2.485 1.670 0.244 -0.220 0.568 -0.2947
C -1.391 2.982 2.936 0.218 0.163 -0.188 -0.0894
C 0.654 1.854 2.107 -0.161 1.653 0.954 -0.5957
O 1.539 2.509 2.619 -0.386 -0.322 -0.242 0.1137
O 0.704 0.570 1.901 0.496 -0.524 0.562 -0.2880
H -4.186 3.543 0.959 -0.124 0.080 -0.114 0.1296
H -3.018 1.908 -0.407 0.095 -0.101 0.132 0.1192
H -0.808 3.753 3.443 -0.155 0.003 -0.055 0.1499
C -1.484 5.738 -0.013 -0.164 0.348 -0.138 -0.0488
C -0.877 4.956 0.893 0.353 -0.460 -0.102 0.0236
C -0.301 3.612 0.581 -0.609 0.318 -0.464 -0.1183
C -0.670 3.141 -0.816 -0.124 0.448 0.568 -0.1966
C -1.239 4.059 -1.728 0.159 -0.296 -0.548 -0.0252
C -1.626 5.312 -1.364 0.344 -0.368 0.481 -0.0150
N -0.572 1.832 -1.142 -0.597 -1.268 -0.399 -0.1580
N -1.088 1.446 -2.311 0.148 -0.068 -0.790 0.0605
C -1.419 0.134 -2.407 0.319 0.927 0.937 -0.3123
C -1.901 -0.323 -3.649 -0.273 -0.621 -0.601 -0.0304
C -2.290 -1.631 -3.807 0.089 1.085 -0.547 -0.0755
C -2.217 -2.523 -2.743 0.373 0.019 1.299 -0.0614
C -1.757 -2.077 -1.517 -0.594 -0.981 -0.084 -0.1685
C -1.356 -0.759 -1.277 0.549 0.725 0.755 -0.2482
H -1.868 6.703 0.282 -0.024 0.056 0.077 0.1182
H -0.722 5.317 1.897 -0.085 0.048 0.262 0.1245
H 0.793 3.734 0.672 -0.176 -0.021 -0.055 0.1289
H -1.401 3.678 -2.726 -0.079 0.109 -0.035 0.1033
H -2.071 5.973 -2.092 -0.058 0.022 -0.079 0.1122
H -1.928 0.378 -4.469 0.017 0.073 -0.125 0.1096
H -2.630 -1.976 -4.771 -0.069 0.018 -0.133 0.1026
H -2.495 -3.558 -2.874 0.027 -0.080 0.021 0.1112
H -1.687 -2.803 -0.704 0.056 0.192 -0.230 0.0955
O -0.147 -3.268 2.415 -0.106 -0.576 0.236 -0.0538
C -1.316 -3.791 2.909 -0.602 0.194 0.182 -0.2757
C -1.406 -5.020 3.549 0.117 -0.102 -0.160 -0.0186
C -2.623 -5.420 4.072 0.114 0.044 -0.019 -0.0715
C -3.733 -4.595 3.979 -0.159 0.103 0.023 -0.0780
C -3.648 -3.393 3.300 0.059 -0.005 0.097 -0.0838
C -2.444 -2.996 2.734 0.923 -0.014 -0.258 -0.2557
P -2.222 -1.507 1.671 -1.205 0.346 0.979 1.1740
C -2.771 -0.170 2.816 0.900 -0.220 0.094 -0.3421
C -4.136 0.317 2.894 -0.403 0.317 0.263 -0.0960
C -4.399 1.506 3.445 -0.101 -0.303 -0.047 -0.0260
C -3.329 2.452 3.837 -0.049 -0.011 -0.016 -0.1409
C -1.897 1.886 3.935 0.169 -0.278 0.328 -0.1288
C -1.767 0.504 3.405 -0.313 -0.712 0.235 -0.0645
C -3.706 -1.773 0.621 0.055 0.087 -0.080 -0.3735
C -4.275 -3.013 0.355 0.096 0.087 0.107 -0.0933
C -5.297 -3.124 -0.573 -0.124 -0.120 -0.140 -0.0806
C -5.731 -2.021 -1.287 -0.035 -0.032 -0.023 -0.0841
C -5.156 -0.786 -1.042 0.024 0.084 -0.036 -0.0594
C -4.167 -0.671 -0.088 -0.150 -0.075 0.185 -0.1149
C 0.876 -3.031 3.296 0.536 0.209 0.058 -0.2540
C 0.854 -3.345 4.645 -0.299 -0.102 0.032 -0.0145
C 1.968 -3.075 5.423 0.127 0.016 -0.109 -0.0772
C 3.102 -2.534 4.848 0.079 -0.082 0.144 -0.0810
C 3.098 -2.179 3.509 -0.010 -0.031 -0.116 -0.0695
C 1.970 -2.377 2.724 -0.935 0.399 -0.009 -0.2256
P 1.657 -1.688 1.033 1.840 -1.501 -0.801 1.1038
C 2.070 -3.046 -0.058 -0.864 0.559 0.475 -0.4026
C 1.408 -3.149 -1.306 0.223 -0.124 0.270 -0.1809
C 1.980 -3.797 -2.346 0.029 -0.739 0.086 -0.1460
C 3.416 -4.159 -2.241 -1.415 -1.477 0.804 -0.3422
C 3.774 -4.553 -0.847 0.082 -0.090 -0.454 -0.0622
C 3.179 -3.901 0.180 -0.228 0.192 -0.055 -0.1338
C 3.217 -0.682 0.927 -0.177 0.225 0.265 -0.3431
C 4.097 -0.882 -0.131 -0.138 -0.042 0.110 -0.1059
C 5.274 -0.160 -0.227 0.095 -0.037 0.134 -0.1185
C 5.590 0.786 0.729 0.057 -0.029 -0.005 -0.0958
C 4.722 1.002 1.785 -0.020 0.011 0.137 -0.0922
C 3.549 0.276 1.889 -0.025 -0.037 -0.023 -0.1593
H -0.535 -5.652 3.640 0.118 -0.018 -0.011 0.1279
H -2.702 -6.373 4.574 0.026 -0.088 0.041 0.1040
H -4.667 -4.894 4.431 -0.086 -0.024 0.007 0.1024
H -4.514 -2.756 3.205 -0.131 0.038 -0.029 0.1114
H -4.930 -0.332 2.556 -0.150 0.025 -0.040 0.0975
H -5.415 1.854 3.540 -0.209 -0.002 0.033 0.1154
H -3.620 3.023 4.721 0.058 0.075 -0.142 0.1538
H -1.423 1.982 4.915 0.012 -0.013 -0.008 0.1514
H -0.772 0.066 3.435 -0.153 0.066 -0.125 0.1053
H -3.927 -3.901 0.860 0.020 -0.069 0.024 0.1046
H -5.751 -4.088 -0.745 -0.016 -0.128 -0.060 0.1005
H -6.508 -2.117 -2.030 -0.085 -0.056 -0.062 0.0996
H -5.456 0.086 -1.602 -0.124 0.105 -0.036 0.1089
H -3.748 0.291 0.134 -0.003 0.084 -0.062 0.0599
H -0.027 -3.770 5.100 0.007 -0.013 0.024 0.1074
H 1.943 -3.302 6.478 0.002 -0.029 0.101 0.1023
H 3.984 -2.355 5.445 0.080 0.000 0.041 0.1009
H 3.978 -1.727 3.080 -0.016 0.023 0.006 0.1047
H 0.428 -2.704 -1.422 0.137 -0.007 -0.037 0.0572
H 1.478 -3.909 -3.291 -0.126 -0.130 -0.116 0.0858
H 3.725 -4.877 -3.005 0.077 0.126 0.140 0.1318
H 4.595 -5.235 -0.689 0.029 -0.160 0.034 0.0847
H 3.514 -4.050 1.200 0.138 0.002 0.030 0.1010
H 3.877 -1.612 -0.891 -0.049 -0.088 0.102 0.0744
H 5.931 -0.351 -1.060 0.113 -0.006 -0.114 0.0979
H 6.507 1.351 0.654 0.123 0.087 -0.006 0.0989
H 4.951 1.737 2.542 0.032 0.120 0.076 0.1055
H 2.893 0.466 2.727 0.088 -0.025 -0.066 0.0957
O 3.502 -2.985 -4.856 -0.672 0.498 0.267 -0.3093
S 3.816 -2.087 -3.778 1.900 -0.440 0.094 0.4388
O 4.916 -1.182 -3.967 -0.557 -0.098 0.227 -0.3686
O 4.211 -2.940 -2.496 0.338 2.284 -1.451 -0.2564
S 1.987 -0.908 -3.564 0.009 -0.766 -0.742 0.8543
Cl 4.229 1.407 -2.725 -0.321 0.093 0.057 0.7033
C 2.553 1.434 -2.194 0.361 1.425 0.603 -1.4748
Cl 2.420 2.139 -0.542 1.090 0.729 -0.369 0.7731
Cl 1.656 2.512 -3.312 0.121 -0.205 -0.102 0.6265
C 1.914 0.078 -2.108 -0.794 -0.699 1.830 -0.8302
N 1.208 -0.207 -1.080 1.849 0.893 -3.108 -0.2362

---

[3]
26
Properties=species:S:1:pos:R:3:forces:R:3:lowdin_charge:R:1 method="wB97M-V/def2-TZVPD" mol_weight_g_mol=340.999 de_lowest_kj_mol=0.0 fmax_ev_per_a=4.828 e_lumo_ev=-0.158 smiles="CC1(C)C[C@@H]1[C@@](O)(N=C=C(Br)Br)OC=O"
C 1.930 -1.994 -1.959 2.110 3.649 2.354 -0.0092
C 0.854 -1.448 -0.899 -0.471 -0.733 -1.542 -0.4392
C -0.497 -2.095 -1.117 1.421 -0.534 0.857 -0.0352
C 1.298 -1.071 0.442 4.270 -1.309 1.366 -0.0758
C 1.066 0.002 -0.515 -1.844 1.586 -0.639 -0.1302
C -0.097 0.949 -0.162 2.373 1.175 -0.263 -0.4839
O -0.370 1.711 -1.256 -0.435 -0.148 -0.490 0.0982
N -1.197 0.272 0.387 -1.551 -0.707 -0.241 0.2226
C -1.742 0.631 1.396 -0.925 0.404 1.847 -0.2413
C -2.331 1.141 2.473 0.104 -1.129 -0.213 -1.1292
Br -2.128 0.327 4.230 -0.040 0.628 -1.217 0.6472
Br -3.688 2.404 2.138 -0.188 -0.248 0.462 0.7678
O 0.356 1.878 0.932 0.150 0.364 0.239 0.0298
C -0.424 2.942 1.281 1.365 -0.534 -0.843 -0.3366
O -1.328 3.399 0.636 -0.023 0.058 -0.238 -0.0020
H 1.510 -2.555 -2.743 -0.487 -1.119 -0.560 0.0394
H 2.766 -2.467 -1.327 -1.242 0.161 -1.427 0.0964
H 2.452 -1.054 -2.503 -1.117 -2.056 1.231 0.1157
H -0.854 -1.780 -2.052 -0.776 0.067 -1.412 0.0718
H -1.220 -1.900 -0.365 -0.479 0.359 0.565 0.0544
H -0.297 -3.160 -1.070 -0.234 -0.352 -0.427 0.0873
H 2.378 -1.322 0.698 -1.269 0.403 -0.398 0.1350
H 0.740 -1.151 1.355 -0.795 0.028 -0.078 0.1133
H 1.760 0.471 -1.210 0.335 0.185 0.935 0.1465
H -0.919 2.461 -0.969 -0.192 -0.034 -0.044 0.0986
H -0.016 3.410 2.181 -0.058 -0.163 0.175 0.1585

---

[4]
93
Properties=species:S:1:pos:R:3:forces:R:3:lowdin_charge:R:1 method="wB97M-V/def2-TZVPD" mol_weight_g_mol=774.231 charge=+3 de_lowest_kj_mol=122.3 fmax_ev_per_a=1.448 e_lumo_ev=-10.178
Ti 1.338 0.592 0.541 -0.054 -1.044 0.552 1.0226
O 2.257 4.182 -1.784 0.056 -0.125 0.039 0.0730
C 1.167 4.888 -1.405 -0.259 0.027 0.175 -0.2398
C 0.836 6.101 -1.997 0.062 0.033 -0.084 0.0153
C -0.270 6.809 -1.570 -0.004 -0.063 0.041 -0.0123
C -1.078 6.322 -0.539 -0.075 0.068 0.036 -0.0409
C -0.757 5.135 0.067 0.108 -0.155 -0.043 -0.0105
C 0.365 4.390 -0.356 0.310 0.005 -0.493 -0.0999
C 0.709 3.190 0.364 -0.554 0.565 1.213 -0.3374
O 1.513 2.235 -0.128 0.514 0.691 -0.367 -0.2103
N 0.267 3.004 1.584 -0.106 0.783 -0.332 0.1437
N 0.805 1.867 2.080 0.367 -0.114 0.133 -0.1014
C 0.925 1.693 3.342 -0.035 0.285 -0.100 0.0226
C 1.594 0.487 3.778 0.189 -0.306 0.170 -0.2429
C 1.868 0.241 5.115 -0.095 0.159 -0.148 0.0400
C 2.550 -0.920 5.453 0.070 -0.158 -0.047 0.0134
C 2.886 -1.805 4.444 -0.033 0.070 0.157 0.0132
C 2.561 -1.487 3.131 -0.108 -0.057 -0.125 -0.0994
N 1.951 -0.358 2.783 0.108 0.336 -0.116 0.0672
H 2.789 4.699 -2.402 0.023 0.079 -0.066 0.1370
H 1.459 6.496 -2.791 0.004 -0.016 0.006 0.1342
H -0.507 7.755 -2.038 0.003 -0.003 -0.012 0.1302
H -1.941 6.886 -0.212 0.006 -0.004 -0.007 0.1226
H -1.356 4.736 0.874 -0.030 0.077 0.025 0.1210
H 0.570 2.444 4.041 0.001 0.054 -0.043 0.1647
H 1.568 0.954 5.872 -0.001 0.013 -0.018 0.1392
H 2.805 -1.131 6.484 -0.020 0.003 0.003 0.1383
H 3.397 -2.734 4.662 -0.007 -0.005 -0.026 0.1327
H 2.786 -2.179 2.332 0.030 0.007 -0.005 0.0996
C 0.579 -3.234 -2.540 0.155 0.003 0.011 -0.0588
C 2.016 -3.580 -2.125 -0.163 -0.123 0.021 -0.3466
C 2.023 -4.899 -1.346 0.071 0.116 -0.099 -0.0577
C 2.660 -2.446 -1.347 0.020 0.093 -0.074 -0.1497
C 2.456 -1.113 -1.700 0.219 -0.107 -0.122 -0.0508
C 3.027 -0.049 -0.976 0.307 -0.318 -0.185 -0.1650
C 3.857 -0.307 0.139 0.135 0.194 -0.083 -0.2968
C 4.550 0.812 0.874 0.021 -0.137 0.011 -0.0088
C 4.138 -1.642 0.421 -0.064 -0.031 0.051 -0.0210
C 3.555 -2.677 -0.297 0.041 0.037 -0.062 0.0353
H 0.107 -4.112 -2.978 -0.011 0.031 -0.027 0.0944
H 0.532 -2.438 -3.285 -0.014 0.021 0.012 0.0719
H -0.007 -2.932 -1.669 -0.080 0.000 0.040 0.0577
H 2.599 -3.726 -3.040 0.057 0.043 0.022 0.1610
H 1.528 -4.777 -0.378 0.008 -0.053 0.014 0.0850
H 3.030 -5.283 -1.189 -0.015 -0.016 0.046 0.0847
H 1.484 -5.658 -1.911 -0.008 0.000 0.017 0.0931
H 1.944 -0.900 -2.630 -0.136 0.064 0.085 0.1052
H 3.079 0.932 -1.443 -0.191 0.094 0.139 0.1350
H 5.522 1.006 0.414 -0.023 0.042 -0.037 0.1172
H 4.739 0.543 1.912 -0.027 0.040 0.015 0.0930
H 3.987 1.747 0.837 0.048 0.044 0.008 0.0811
H 4.868 -1.875 1.188 -0.039 0.015 0.036 0.1410
H 3.847 -3.692 -0.064 -0.063 -0.003 0.065 0.1279
C -4.119 -2.288 1.772 0.018 -0.108 0.138 -0.0629
C -3.203 -3.485 2.016 0.274 0.163 -0.083 -0.3837
C -2.799 -4.163 0.710 -0.064 -0.025 0.110 -0.0576
C -1.963 -3.116 2.866 -0.668 -0.579 -0.012 -0.0679
N -1.137 -2.105 2.210 -0.084 0.579 0.004 -0.0362
C -1.328 -0.780 2.155 -0.009 -0.012 -0.070 -0.0313
N -0.446 -0.296 1.311 0.049 -0.585 -0.048 -0.0781
N 0.283 -1.345 0.887 -0.372 -0.324 0.115 -0.0870
N -0.116 -2.427 1.426 0.218 -0.266 -0.306 0.1688
H -5.054 -2.631 1.333 -0.002 0.041 -0.031 0.1012
H -3.682 -1.576 1.064 0.005 0.009 0.015 0.0489
H -4.370 -1.771 2.702 -0.013 0.026 -0.030 0.0907
H -3.747 -4.209 2.627 0.060 -0.011 0.077 0.1521
H -2.299 -3.466 0.029 0.001 0.005 -0.008 0.0628
H -3.688 -4.536 0.203 0.031 0.012 -0.051 0.0972
H -2.136 -5.010 0.887 0.003 -0.002 -0.040 0.0887
H -1.334 -3.993 3.005 0.094 0.068 0.062 0.1403
H -2.269 -2.727 3.836 0.126 0.092 0.008 0.1424
H -2.071 -0.223 2.702 -0.056 -0.063 0.006 0.1716
C -4.301 2.893 -2.599 0.040 -0.354 -0.027 -0.1971
Ge -3.401 1.164 -2.424 0.270 0.033 0.153 0.8306
C -4.456 -0.256 -1.577 0.059 0.245 -0.182 -0.2078
C -2.622 0.473 -4.093 -0.188 0.184 0.199 -0.2098
C -1.861 1.504 -1.074 -0.360 0.080 -0.160 -0.4985
Se -0.305 0.455 -1.505 -0.362 -0.397 -0.381 1.0390
C 0.410 1.589 -2.912 0.191 -0.001 -0.048 -0.2562
H -5.165 2.761 -3.251 -0.006 0.052 0.009 0.0362
H -3.648 3.640 -3.048 0.041 -0.028 0.002 0.0265
H -4.654 3.258 -1.636 0.011 -0.018 0.019 0.0292
H -5.202 -0.599 -2.296 -0.008 -0.035 0.036 0.0372
H -4.982 0.095 -0.690 0.035 0.014 0.026 0.0288
H -3.826 -1.109 -1.319 0.012 0.006 -0.018 0.0073
H -3.401 -0.080 -4.619 0.004 -0.003 0.000 0.0377
H -1.805 -0.222 -3.898 0.010 -0.048 -0.032 -0.0057
H -2.278 1.264 -4.759 0.041 0.020 0.038 0.0326
H -2.205 1.185 -0.090 -0.007 -0.007 0.004 0.0089
H -1.574 2.554 -1.025 -0.006 0.008 -0.029 0.0122
H -0.385 2.264 -3.219 -0.051 0.000 0.048 0.0525
H 0.699 0.970 -3.757 -0.036 -0.082 0.053 0.0552
H 1.259 2.153 -2.537 -0.023 0.057 0.016 0.0174

---

[5]
21
Properties=species:S:1:pos:R:3:forces:R:3:lowdin_charge:R:1 method="wB97M-V/def2-TZVPD" mol_weight_g_mol=209.226 de_lowest_kj_mol=0.0 fmax_ev_per_a=5.203 e_lumo_ev=-0.567
C 2.650 -0.087 1.121 -0.722 -0.088 2.579 -0.0736
C 1.858 -0.596 2.167 -0.199 0.372 1.711 -0.0885
C 1.940 0.318 0.006 1.395 -0.381 -0.806 -0.0242
C 0.503 -0.860 2.005 0.322 -0.952 1.163 -0.0300
C 0.575 0.070 -0.170 1.401 -0.288 1.070 -0.1545
C -0.124 -0.607 0.811 0.191 0.298 -0.550 -0.2049
C -2.029 0.325 -1.145 3.168 1.411 -1.249 -0.2772
C -2.376 -0.693 -0.235 -1.196 -1.425 0.175 -0.5956
C 0.014 0.575 -1.385 -4.122 -0.016 -3.175 -0.1752
N -1.415 -1.052 0.638 -0.113 -0.797 0.956 0.1426
O -3.427 -1.327 -0.243 -0.115 0.291 0.052 0.0392
O -2.490 1.871 -3.011 0.854 2.013 -2.300 -0.5338
O 0.320 1.869 -1.582 0.377 0.668 1.724 0.0420
S -3.137 1.048 -2.043 -0.258 -1.604 1.887 1.0013
H 3.679 0.075 1.507 -0.529 0.236 -1.554 0.1165
H 2.236 -0.616 3.245 -0.168 -0.460 -1.780 0.1289
H 2.519 0.710 -0.835 -0.438 0.245 0.251 0.1256
H -0.099 -1.352 2.799 0.608 0.574 -0.435 0.1294
H 0.094 0.008 -2.352 -0.012 0.061 1.172 0.1625
H -1.693 -1.861 1.171 -0.019 0.046 0.271 0.1612
H 0.402 2.181 -2.468 -0.424 -0.205 -1.165 0.1084

---

[6]
18
Properties=species:S:1:pos:R:3:forces:R:3:lowdin_charge:R:1 method="wB97M-V/def2-TZVPD" mol_weight_g_mol=228.016 charge=+2 de_lowest_kj_mol=184.9 fmax_ev_per_a=11.230 e_lumo_ev=-12.505
Y -1.698 1.979 0.848 -0.779 1.378 1.884 2.2728
F -0.814 0.751 -0.220 -4.457 1.030 -0.179 -0.5152
C -1.071 -1.862 0.947 -5.215 -9.907 -0.882 -0.7014
O -1.328 -3.040 1.358 1.034 3.697 -0.436 0.1147
N -0.242 -1.061 1.412 5.332 5.701 4.907 0.1935
N -1.641 -1.430 -0.167 -3.239 1.960 -2.965 0.2016
H 0.419 -1.347 2.120 -0.204 -0.434 0.214 0.1693
H 0.074 -0.257 0.890 -0.018 -2.587 1.162 0.0078
H -2.534 -1.756 -0.508 0.296 -1.172 0.274 0.1447
H -1.530 -0.459 -0.422 -0.543 -2.722 -0.391 0.0050
C 1.836 1.068 -0.954 9.569 1.005 -2.509 -0.7267
O 2.996 1.190 -1.370 -1.762 -0.340 0.653 0.1497
N 0.818 1.620 -1.465 -6.525 4.923 -5.011 0.1926
N 1.459 0.481 0.108 -0.404 -2.685 5.546 0.1783
H 0.799 2.211 -2.284 1.000 -0.341 -0.249 0.1600
H -0.070 1.173 -1.287 2.013 0.909 -2.608 0.0291
H 2.065 0.116 0.829 0.166 -0.094 -0.415 0.1714
H 0.461 0.624 0.166 3.737 -0.321 1.003 -0.0470